DFT (the ωB97M-V functional and the def2-TZVPD basis) results for a molecular structure, C18H36AlBBr2ClF5IKN2O2P at a distorted geometry.

XYZ file:
```
71
Properties=species:S:1:pos:R:3:forces:R:3
C 2.2563 -2.9727 0.2106 0.96 -1.31 -0.14
C 2.1628 -2.7677 -1.2534 0.49 -0.48 0.30
Br 3.2102 -4.0061 -2.2899 0.04 -0.03 0.21
C 1.4232 -1.8453 -1.7991 -0.63 0.45 -1.82
Br 1.3731 -1.7622 -3.7381 -0.20 0.28 0.35
P 0.3235 -0.4469 -1.0326 -1.65 1.33 -0.87
C 1.7309 0.1579 0.2766 1.98 2.69 0.98
N 1.8984 1.5406 0.1571 -0.35 -1.68 0.11
C -0.6325 -1.6264 0.2466 0.17 -1.20 1.41
C -1.0970 -2.8896 -0.4008 -0.29 0.43 -0.33
C -2.0154 -2.6422 -1.5690 -0.01 -0.56 0.12
I -3.6667 -1.4410 -1.0330 -0.27 0.08 -0.13
H 2.9232 -3.8003 0.3499 0.49 -0.50 0.26
H 1.3578 -3.3114 0.6675 -0.98 0.16 0.30
H 2.7215 -2.1904 0.7588 0.06 0.85 0.37
H 0.9225 0.4721 -1.9709 0.17 -0.31 0.02
H -0.7080 -0.6604 -2.0306 0.28 -0.24 0.28
H -0.4795 0.6639 -0.5301 0.22 -0.01 0.04
H 2.6648 -0.2875 0.0026 0.22 -0.87 -0.31
H 1.4061 -0.0385 1.2701 -0.90 -1.00 0.63
H 2.3610 1.7711 -0.7032 -0.07 0.69 -0.23
H 1.0160 2.0233 0.2338 -0.07 0.67 0.01
H -0.0947 -1.7868 1.1970 0.36 0.38 -0.27
H -1.5077 -1.0617 0.5277 -0.25 0.87 -0.10
H -1.6490 -3.4199 0.3562 -0.38 -0.22 0.64
H -0.3251 -3.5645 -0.7235 0.61 -0.21 -0.16
H -2.3545 -3.5744 -1.9604 -0.59 -0.68 -0.15
H -1.4678 -2.1979 -2.3711 0.16 0.54 -0.59
N -6.4754 3.9523 -4.1716 -0.64 -0.17 -0.99
C -6.8338 3.3029 -3.0208 -0.20 -0.19 0.03
C -6.1532 2.2331 -2.5234 -0.35 -0.20 -0.61
C -5.0196 1.7575 -3.2251 0.89 0.79 1.08
C -4.6517 2.3991 -4.4243 -0.35 -0.11 -0.23
C -5.3883 3.4726 -4.8407 0.21 -0.08 0.07
H -7.7019 3.7012 -2.5099 0.01 0.03 0.00
H -6.4704 1.7618 -1.6081 0.09 -0.01 0.09
H -4.4607 0.9087 -2.8705 -0.27 -0.37 -0.16
H -3.8022 2.0618 -4.9969 0.13 0.06 0.08
H -5.1259 4.0064 -5.7533 0.05 0.01 0.05
Al -7.7663 3.5044 -5.7142 0.48 0.32 0.85
C -0.4530 1.0429 3.9874 0.69 -0.11 0.45
C -1.2879 -0.1903 3.5175 0.75 -0.42 1.33
C -2.2683 -0.5773 4.6480 -0.01 0.47 0.16
O -0.4241 -1.2171 3.3004 -0.18 0.46 -1.14
H 0.1305 0.8291 4.8852 0.01 -0.25 -0.03
H 0.2335 1.3766 3.2183 0.22 -0.02 -0.32
H -1.1115 1.8725 4.2104 6.17 -3.37 1.07
H -1.9367 0.1649 2.6656 0.12 -0.76 -0.14
H -1.7367 -0.8375 5.5695 0.24 0.09 -0.08
H -2.8847 -1.4158 4.3543 -0.10 0.03 -0.32
H -2.9545 0.2542 4.8941 -0.20 -0.17 0.05
C 7.0728 -0.7636 1.0201 -0.09 0.12 -0.08
C 6.0675 -1.2621 2.0474 0.48 -0.34 -0.12
C 6.7652 -1.8768 3.2518 -0.13 0.02 0.13
O 5.1972 -2.2198 1.4493 -0.28 0.27 0.11
H 7.6831 -1.5912 0.6486 0.05 -0.03 0.09
H 6.5590 -0.3312 0.1627 -0.04 0.05 0.00
H 7.7350 -0.0089 1.4465 0.02 0.00 0.00
H 5.4370 -0.4350 2.3731 -0.14 -0.05 -0.04
H 7.3664 -2.7380 2.9478 0.07 0.05 -0.07
H 6.0329 -2.2331 3.9755 -0.04 0.04 0.02
H 7.4186 -1.1547 3.7433 0.03 0.00 0.00
H 5.7305 -2.9620 1.1516 0.05 -0.08 -0.07
Cl -3.6082 2.8109 -1.4962 -0.16 -0.12 -0.09
K -2.4113 2.5589 3.9608 -7.22 3.44 -1.78
F -3.5611 -0.6991 2.1916 -0.17 0.38 -0.21
B 0.2500 4.0452 -2.2661 -0.42 0.34 -0.24
F -0.3043 3.5258 -3.4372 0.01 -0.21 -0.23
F -0.7333 4.2310 -1.3002 0.02 0.05 0.36
F 1.2169 3.1360 -1.7619 0.37 -0.25 -0.02
F 0.8756 5.2685 -2.5489 0.26 0.18 0.00
```
Positions in Å, forces in eV/Å.

Its charge is -1. Its total energy is -233502.4355 eV. Its gap between HOMO and LUMO is 3.52 eV. As for the spin multiplicity: 1.

***

DFT (the ωB97M-V functional and the def2-TZVPD basis) results for 5 unconnected molecules or ions with the total composition C43H54F19N6O4P at a distorted geometry.

XYZ file:
```
127
Properties=species:S:1:pos:R:3:forces:R:3
N -1.0634 -4.1268 1.4583 0.35 0.75 0.06
P -1.5072 -2.4415 1.5725 -1.40 0.13 0.77
O -0.2090 -1.7207 2.2933 -0.32 -0.51 -0.42
C -1.5379 -1.9015 -0.2062 0.65 -0.47 0.26
C -2.7242 -1.7799 -0.9622 -0.64 -0.16 0.03
C -4.1082 -2.0628 -0.3731 0.13 -0.14 0.70
C -4.3032 -3.4283 0.3458 0.18 0.15 0.14
O -4.4837 -3.3402 1.7546 0.02 0.26 -0.07
C -5.7160 -2.7746 2.0843 -0.62 0.23 0.02
C -5.9032 -2.7475 3.6034 0.84 -0.58 -0.37
F -5.6586 -3.9881 4.0925 -0.16 -0.06 0.10
F -7.1824 -2.4410 3.9086 -0.04 0.29 -0.16
C -4.9459 -1.7988 4.3765 -0.92 -0.17 0.45
F -5.2982 -1.8392 5.6806 -0.24 -0.12 -0.09
F -3.7060 -2.3050 4.3066 0.19 0.34 -0.27
C -4.9917 -0.2992 3.9281 1.24 0.39 0.90
F -4.9024 0.4444 5.0539 -0.17 0.08 -0.06
F -6.1425 0.0406 3.3314 -0.02 -0.37 -0.33
C -3.7449 0.0471 3.0646 -0.02 0.10 -0.84
F -2.7474 0.4643 3.8607 -0.02 -0.17 0.16
F -4.0451 1.0679 2.2175 -0.23 -0.01 0.08
C -2.6659 -1.3485 -2.2874 -0.31 -0.09 -1.22
C -3.9297 -1.1702 -3.1382 0.22 0.34 1.17
C -4.5832 0.2016 -2.7410 0.02 -0.57 -0.45
C -6.0781 0.0729 -2.3857 0.47 0.37 -0.53
C -6.5742 1.1080 -1.3870 -0.49 -0.47 -0.01
F -5.6302 1.5083 -0.5071 0.11 -0.02 -0.03
F -7.0058 2.2173 -2.0373 0.02 0.01 -0.02
C -7.7673 0.5599 -0.5293 0.24 1.09 -0.12
F -8.5370 -0.2699 -1.2391 0.12 -0.21 0.17
F -8.5393 1.5643 -0.1116 0.03 -0.11 0.08
F -7.2747 -0.0571 0.5488 -0.25 -0.47 -0.15
C -1.4490 -1.0166 -2.9095 -0.04 0.05 -0.50
C -1.3350 -0.5284 -4.3382 -0.40 0.41 0.21
C -1.2335 -1.6544 -5.3770 -0.21 0.04 0.66
F -2.2335 -1.4897 -6.3343 0.14 0.05 -0.18
C -0.3278 -1.1352 -2.1522 1.18 -0.33 0.03
C -0.3691 -1.5776 -0.8398 0.92 -0.21 -0.07
C 1.0856 -1.5732 -0.3664 -1.09 0.13 0.54
O 1.6581 -2.2858 0.4254 -0.19 0.69 -0.67
N 1.6369 -0.5495 -1.1724 1.95 -1.12 -0.68
C 3.0708 -0.2538 -1.0434 -0.67 0.23 1.24
C 3.3135 0.3801 0.3332 0.42 0.42 -0.12
C 3.0292 1.8903 0.4030 0.15 -0.35 0.73
C 1.6042 2.2896 0.0809 1.02 0.97 0.41
F 1.3986 2.3110 -1.2627 -0.30 -0.38 -0.02
F 0.7127 1.4871 0.7007 -0.21 -0.21 -0.40
C 1.2788 3.7354 0.5674 -0.97 -0.05 -0.55
F 0.9716 3.7684 1.8630 0.47 -0.02 0.06
F 2.2778 4.5866 0.3141 0.09 -0.12 0.17
F 0.1948 4.1784 -0.0977 0.16 0.04 0.10
C 1.1323 -0.8380 -2.4579 -0.83 0.79 -0.25
O 1.7520 -0.8378 -3.5017 -0.54 0.18 0.84
H -0.0568 -4.2359 1.5702 -0.02 -0.14 -0.24
H -1.3138 -4.4844 0.5429 0.16 -0.15 0.05
H 0.3877 -2.3849 2.6606 0.31 0.23 -0.16
H -4.3214 -1.2511 0.3356 -0.03 -0.13 0.01
H -4.8894 -1.9957 -1.1213 0.23 0.13 -0.05
H -5.1631 -3.9892 -0.0471 0.10 0.20 -0.23
H -3.4158 -4.0416 0.1868 -0.12 -0.09 0.15
H -6.5397 -3.3600 1.6430 -0.02 0.02 0.25
H -5.8509 -1.7409 1.7326 0.16 -0.13 -0.10
H -3.3860 -0.7963 2.4632 -0.10 -0.04 0.16
H -4.5951 -2.0075 -2.9224 -0.10 0.12 -0.33
H -3.6922 -1.1838 -4.1973 -0.10 -0.18 0.07
H -4.0005 0.6422 -1.9317 -0.20 -0.03 0.04
H -4.4705 0.8577 -3.6082 -0.08 0.17 0.23
H -6.3280 -0.9361 -2.0568 0.05 0.13 0.18
H -6.6430 0.2482 -3.3054 -0.21 -0.16 0.21
H -2.2403 0.0406 -4.5626 0.17 0.00 -0.19
H -0.5159 0.1902 -4.3988 0.08 -0.25 -0.13
H -0.2598 -1.6804 -5.8657 -0.11 -0.01 -0.07
H -1.4399 -2.6057 -4.8778 0.17 -0.06 -0.19
H 3.3748 0.4537 -1.8090 -0.26 -0.17 -0.19
H 3.6752 -1.1435 -1.1363 -0.26 -0.22 -0.01
H 2.7718 -0.1039 1.1478 -0.07 -0.22 -0.30
H 4.3761 0.2531 0.5619 -0.09 0.06 -0.02
H 3.2000 2.1919 1.4452 -0.04 0.02 -0.11
H 3.7527 2.4674 -0.1769 -0.31 -0.03 -0.25
C 6.6751 4.9382 -1.5602 -0.05 -0.05 0.03
C 6.4885 5.5378 -0.1713 -0.05 0.02 -0.35
C 7.4622 4.9658 0.8626 -0.22 0.33 0.05
C 7.2287 3.5458 1.1202 0.15 0.01 0.02
N 7.0471 2.4303 1.3208 -0.08 -0.04 -0.02
H 6.4620 3.8671 -1.5648 0.04 0.00 0.01
H 5.9990 5.4138 -2.2708 0.02 -0.01 -0.02
H 7.6966 5.0867 -1.9161 -0.01 0.01 0.00
H 5.4589 5.3806 0.1577 0.04 0.00 0.10
H 6.6431 6.6166 -0.2300 0.05 -0.01 0.11
H 7.3522 5.5147 1.7999 0.04 -0.12 0.06
H 8.4899 5.1142 0.5281 -0.01 -0.09 -0.04
C 13.6251 6.7834 0.6393 -0.05 0.03 0.03
C 12.5148 5.9154 1.2207 0.30 0.14 0.02
C 11.5035 5.4522 0.1679 0.05 -0.12 0.31
C 10.7432 6.5669 -0.3989 0.05 -0.12 -0.12
N 10.1509 7.4433 -0.8452 -0.06 0.01 0.05
H 13.2300 7.7142 0.2292 -0.01 -0.03 -0.03
H 14.3466 7.0426 1.4140 0.01 0.01 -0.03
H 14.1581 6.2578 -0.1553 0.00 0.01 0.00
H 12.0035 6.4632 2.0146 -0.08 -0.06 -0.03
H 12.9616 5.0321 1.6810 -0.11 -0.05 -0.02
H 10.8048 4.7482 0.6251 -0.07 0.03 -0.08
H 12.0138 4.9140 -0.6329 -0.04 0.09 -0.08
C -11.7590 -4.1091 5.0009 0.01 0.02 0.07
C -10.3602 -3.5682 5.2758 -0.33 0.02 -0.08
C -9.2527 -4.5712 4.9428 0.01 0.32 0.10
C -9.2899 -5.7475 5.8109 0.04 -0.08 -0.15
N -9.3203 -6.6720 6.4904 -0.04 0.01 0.04
H -11.9856 -4.9680 5.6346 0.03 -0.02 -0.03
H -12.5076 -3.3422 5.2019 -0.02 -0.03 -0.02
H -11.8627 -4.4158 3.9580 -0.01 -0.01 0.01
H -10.2874 -3.2654 6.3220 0.10 -0.02 -0.01
H -10.2046 -2.6709 4.6731 0.13 -0.02 0.02
H -8.2858 -4.0849 5.0556 0.06 -0.16 0.06
H -9.3308 -4.8833 3.8992 -0.02 -0.12 0.04
C 7.7175 -2.8662 -4.2758 -0.03 -0.04 0.05
C 6.2193 -3.0490 -4.4919 0.32 -0.08 -0.01
C 5.4401 -1.7313 -4.4405 -0.18 -0.33 -0.20
C 5.4738 -1.1193 -3.1154 0.12 0.15 -0.07
N 5.4904 -0.6459 -2.0695 0.79 -0.08 -0.35
H 7.9317 -2.4750 -3.2799 -0.01 0.04 -0.02
H 8.2332 -3.8216 -4.3746 0.02 0.02 0.00
H 8.1385 -2.1785 -5.0119 0.01 0.00 0.01
H 5.8273 -3.7439 -3.7466 -0.09 0.05 -0.02
H 6.0572 -3.5066 -5.4697 -0.11 0.05 0.01
H 4.3976 -1.9146 -4.7108 -0.04 0.13 0.12
H 5.8380 -1.0302 -5.1767 0.04 0.08 0.10
```
Positions in Å, forces in eV/Å.

Its total energy is -123519.7175 eV. Its gap between HOMO and LUMO is 8.22 eV. As for the spin multiplicity: 1.